Computed, not measured: 2 unconnected molecules or ions with the total composition C9H14 at a distorted geometry, with ωB97M-V/def2-TZVPD.

XYZ file:
```
23
Properties=species:S:1:pos:R:3:forces:R:3
C 2.538164 -0.528406 0.378347 0.82 -2.61 0.76
C 1.517208 0.509527 0.058842 1.17 2.03 -1.31
C 0.326672 0.689937 0.763294 0.13 -0.41 1.40
C -0.680683 1.478066 0.292377 -1.75 3.30 -1.56
C -0.451004 2.276604 -0.887436 -0.07 -1.11 2.03
C 0.831703 2.331687 -1.327283 -0.25 2.35 -4.13
C 1.800822 1.487632 -0.956088 -0.51 -3.73 2.71
H 2.841520 -0.571551 1.435616 -0.57 0.24 0.06
H 3.557144 -0.556551 -0.081122 -1.08 0.83 -0.43
H 2.156347 -1.590896 0.182020 0.19 1.40 0.17
H 0.208923 0.331096 1.787852 0.09 -0.62 -0.44
H -1.634876 1.817607 0.819070 1.37 -1.40 -0.33
H -1.175239 2.865229 -1.409250 -0.61 0.24 0.28
H 1.059233 2.966664 -2.257258 -0.40 -0.70 1.54
H 2.663903 1.327096 -1.515358 1.55 0.28 -0.74
C -2.285880 -1.772961 -0.395168 6.11 1.26 0.39
C -1.674205 -1.931209 1.044779 -2.64 1.36 0.28
H -1.619834 -2.416215 -1.032508 -1.12 0.22 0.28
H -3.246349 -2.031980 -0.415924 -3.84 -1.02 -0.33
H -2.090940 -0.759134 -0.811618 -0.46 -0.51 0.44
H -2.161245 -2.766386 1.529176 0.04 -0.43 0.13
H -1.832190 -1.071309 1.756211 -0.13 -0.56 -0.96
H -0.649196 -2.084544 1.041422 1.98 -0.41 -0.24
```
Forces are in eV/Å.

The value obtained for the max |F| is 6.3 eV/Å. Its orbital gap is 0.35820 hartree. The relative energy (zero: lowest compared OMol25 entry of this formula, charge and spin) is 37.5 kcal/mol. Its SMILES is Cc1ccccc1.CC. As for the charge: 0.

Mulliken atomic charge list, values in e, 6 entries:
1 C -1.3012
2 C 0.7555
3 C -0.3134
4 C -0.4689
5 C -0.4233
6 C -0.2928